(1)
Molecular formula: CH3NO3
Method: DFT, the ωB97M-V functional and the def2-TZVPD basis

Summary:
Orbital gap (Eh): 0.396
Structure (SMILES): C#[N+][O-].OO
Charge: 0
HOMO level (eV): -9.97

XYZ file:
```
8
CH3NO3 | the Open Molecules 2025 dataset | the ωB97M-V functional and the def2-TZVPD basis
C 1.064 -0.985 -0.111
N 1.860 -0.155 -0.059
O 2.668 0.675 -0.084
O -2.287 0.903 -0.030
O -0.899 0.325 -0.093
H -0.582 1.071 0.363
H 0.822 -1.916 0.295
H -2.646 0.083 -0.281
```

=====

(2)
Molecular formula: C35H54IrN2P2Si
Method: DFT, the ωB97M-V functional and the def2-TZVPD basis

Summary:
Orbital gap (Eh): 0.227
Charge: +1
HOMO level (eV): -9.76

XYZ file:
```
95
C35H54IrN2P2Si | the Open Molecules 2025 dataset | the ωB97M-V functional and the def2-TZVPD basis
Ir 0.057 0.082 -0.670
C 3.557 1.964 -0.010
C 3.709 0.745 -0.913
C 5.126 0.183 -0.761
P 2.333 -0.471 -0.737
C 2.679 -1.660 -2.112
C 2.143 -3.063 -1.839
C 2.142 -1.136 -3.450
C 2.404 -1.460 0.759
C 3.548 -2.122 1.210
C 3.491 -3.071 2.216
C 4.734 -3.737 2.740
C 2.227 -3.398 2.706
C 1.080 -2.758 2.274
C 1.154 -1.733 1.328
N -0.004 -1.029 0.863
C -1.189 -1.011 1.678
C -1.133 -1.043 3.066
C -2.302 -1.095 3.809
C -3.552 -1.122 3.200
C -4.821 -1.208 4.005
C -3.596 -0.997 1.816
C -2.435 -0.881 1.056
P -2.310 -0.436 -0.696
C -3.585 0.813 -1.243
C -4.786 1.010 -0.321
C -2.961 2.166 -1.582
C -2.745 -1.961 -1.626
C -4.231 -2.304 -1.540
C -1.896 -3.140 -1.145
H 4.306 2.710 -0.283
H 3.729 1.686 1.030
H 2.574 2.417 -0.093
H 3.575 1.068 -1.953
H 5.358 0.007 0.289
H 5.834 0.928 -1.128
H 5.308 -0.735 -1.319
H 3.768 -1.698 -2.171
H 1.060 -3.051 -1.709
H 2.583 -3.515 -0.952
H 2.364 -3.704 -2.694
H 1.051 -1.109 -3.437
H 2.448 -1.804 -4.256
H 2.506 -0.135 -3.691
H 4.499 -1.928 0.731
H 5.515 -3.774 1.981
H 4.530 -4.755 3.072
H 5.132 -3.187 3.596
H 2.132 -4.191 3.438
H 0.125 -3.083 2.657
H -0.176 -1.022 3.569
H -2.235 -1.126 4.890
H -4.634 -1.631 4.991
H -5.564 -1.827 3.504
H -5.260 -0.218 4.147
H -4.562 -0.954 1.333
H -3.937 0.378 -2.184
H -4.477 1.335 0.674
H -5.403 0.117 -0.221
H -5.416 1.795 -0.744
H -2.504 2.625 -0.707
H -3.741 2.836 -1.949
H -2.202 2.086 -2.356
H -2.483 -1.735 -2.666
H -4.512 -2.562 -0.517
H -4.427 -3.178 -2.163
H -4.879 -1.502 -1.889
H -2.201 -3.445 -0.142
H -0.836 -2.894 -1.105
H -2.024 -3.993 -1.812
C 0.426 4.568 1.251
Si -0.091 2.783 1.172
C -1.905 2.701 1.618
C 0.856 1.864 2.496
N 0.194 2.076 -0.421
C 0.410 2.637 -1.666
C 0.488 1.745 -2.751
C 0.668 2.170 -4.058
C 0.785 3.525 -4.317
C 0.708 4.425 -3.260
C 0.522 4.005 -1.954
H 0.360 4.857 2.304
H -0.227 5.234 0.686
H 1.457 4.733 0.927
H -2.010 2.904 2.688
H -2.347 1.721 1.431
H -2.496 3.450 1.085
H 0.329 1.990 3.446
H 1.856 2.278 2.624
H 0.956 0.793 2.312
H 0.402 0.633 -2.645
H 0.712 1.449 -4.865
H 0.928 3.875 -5.330
H 0.797 5.486 -3.458
H 0.459 4.733 -1.160
```

=====

(3)
Molecular formula: C2H12N2O3
Method: DFT, the ωB97M-V functional and the def2-TZVPD basis

Summary:
Orbital gap (Eh): 0.363
Structure (SMILES): [H]/N=C/NC.O.O.O
Charge: 0
HOMO level (eV): -9.30

XYZ file:
```
19
C2H12N2O3 | the Open Molecules 2025 dataset | the ωB97M-V functional and the def2-TZVPD basis
C 0.468 2.108 -1.254
N 1.266 3.346 -1.439
C 0.844 4.478 -0.794
N -0.148 4.578 -0.002
H -0.571 2.422 -1.331
H 0.715 1.470 -2.094
H 0.720 1.704 -0.272
H 2.230 3.163 -1.180
H 1.434 5.378 -1.044
H -0.487 5.538 0.028
H -3.418 -2.761 2.841
H -2.967 -3.634 3.964
O -2.678 -3.301 3.109
H 1.610 -2.936 -0.864
H 2.976 -2.622 -0.491
O 2.407 -3.389 -0.607
H -1.877 -4.923 1.082
H -0.946 -5.678 0.167
O -1.576 -4.942 0.181
```

=====

(4)
Molecular formula: C25H19B3Cl2F8O16
Method: DFT, the ωB97M-V functional and the def2-TZVPD basis

Summary:
Orbital gap (Eh): 0.297
Structure (SMILES): FC(F)C(F)(F)C(F)(F)C(F)(F)COCCB1OB(Cl)OB(Cl)O1.O=C1C=C(O)C(=O)C=C1O.O=C1C=C(O)C(=O)C=C1O.O=C1C=C(O)C(=O)C=C1O
Charge: 0
HOMO level (eV): -9.74

XYZ file:
```
73
C25H19B3Cl2F8O16 | the Open Molecules 2025 dataset | the ωB97M-V functional and the def2-TZVPD basis
F -0.480 3.690 1.026
C -1.715 3.356 0.593
F -2.241 4.403 -0.104
C -2.601 3.082 1.822
F -2.502 4.126 2.671
F -3.879 3.007 1.405
C -2.196 1.776 2.571
F -1.420 0.983 1.774
F -1.430 2.145 3.637
C -3.357 0.922 3.129
F -4.244 0.642 2.146
F -3.959 1.660 4.081
C -2.814 -0.392 3.717
O -3.593 -0.771 4.811
C -3.934 -2.146 4.827
C -2.723 -3.058 4.943
B -2.007 -2.959 6.326
O -2.611 -2.364 7.427
B -1.753 -1.597 8.162
Cl -2.283 -0.675 9.550
O -0.416 -1.576 7.817
B 0.032 -2.806 7.392
Cl 1.492 -3.532 8.019
O -0.735 -3.490 6.484
H -1.673 2.498 -0.074
H -2.855 -1.118 2.907
H -1.767 -0.285 3.989
H -4.542 -2.278 5.715
H -4.562 -2.393 3.972
H -3.090 -4.086 4.868
H -2.024 -2.951 4.119
C 1.720 1.366 -2.107
C 1.230 0.731 -1.039
C 0.612 -0.633 -1.133
O 0.200 -1.140 -0.104
C 0.529 -1.265 -2.439
C 1.020 -0.630 -3.512
C 1.661 0.728 -3.412
O 2.096 1.221 -4.433
O 0.984 -1.136 -4.736
O 1.248 1.250 0.189
H 2.164 2.344 -2.043
H 0.068 -2.240 -2.500
H 1.404 -0.471 -5.315
H 0.833 0.583 0.768
C -0.783 -3.218 -6.799
C -0.505 -4.200 -7.667
C -1.384 -4.488 -8.853
O -1.047 -5.388 -9.598
C -2.580 -3.685 -9.039
C -2.859 -2.705 -8.169
C -1.968 -2.402 -6.996
O -2.292 -1.484 -6.267
O -3.929 -1.928 -8.268
O 0.554 -4.989 -7.558
H -0.157 -3.000 -5.945
H -3.213 -3.908 -9.886
H -3.882 -1.308 -7.516
H 0.513 -5.602 -8.315
C 5.165 4.289 2.214
C 4.343 3.648 1.371
C 4.814 3.151 0.030
O 3.996 2.574 -0.662
C 6.191 3.388 -0.357
C 7.010 4.030 0.486
C 6.548 4.515 1.835
O 7.366 5.073 2.539
O 8.278 4.290 0.211
O 3.073 3.395 1.650
H 4.841 4.649 3.180
H 6.512 3.036 -1.327
H 8.634 4.757 0.991
H 2.701 2.897 0.894
```

=====

(5)
Molecular formula: C4H5NO2
Method: DFT, the ωB97M-V functional and the def2-TZVPD basis

Summary:
Orbital gap (Eh): 0.318
Structure (SMILES): Nc1cc(O)co1
Charge: 0
HOMO level (eV): -7.82

XYZ file:
```
12
C4H5NO2 | the Open Molecules 2025 dataset | the ωB97M-V functional and the def2-TZVPD basis
N 0.629 2.131 -0.340
C 0.224 0.853 -0.012
C 0.215 -0.299 -0.759
C -0.175 -1.333 0.147
O -0.351 -2.644 -0.154
C -0.262 -0.760 1.367
O -0.033 0.610 1.273
H 0.163 2.878 0.157
H 0.655 2.321 -1.334
H -0.371 0.117 -1.587
H -0.202 -2.744 -1.105
H -0.492 -1.130 2.347
```

=====

(6)
Molecular formula: C4H30N2O11S
Method: DFT, the ωB97M-V functional and the def2-TZVPD basis

Summary:
Orbital gap (Eh): 0.355
Structure (SMILES): NCNC(=O)CCS.O.O.O.O.O.O.O.O.O.O
Charge: 0
HOMO level (eV): -9.43

XYZ file:
```
48
C4H30N2O11S | the Open Molecules 2025 dataset | the ωB97M-V functional and the def2-TZVPD basis
O 0.613 -0.751 -1.498
C 0.918 0.078 -0.632
N 0.034 0.363 0.350
C 0.555 0.485 1.719
N 0.989 -0.777 2.217
C 2.178 0.871 -0.815
C 1.900 2.395 -0.850
S 1.442 2.933 -2.539
H -0.773 -0.225 0.300
H 1.407 1.168 1.622
H -0.128 0.994 2.367
H 1.945 -1.044 2.045
H 0.549 -1.159 3.033
H 3.000 0.662 -0.135
H 2.649 0.561 -1.734
H 2.815 2.893 -0.556
H 1.063 2.652 -0.221
H 2.000 1.933 -3.197
H -1.958 1.108 -2.489
H -2.229 2.703 -2.495
O -2.539 1.831 -2.251
H 2.832 -2.719 0.609
H 4.110 -1.859 0.260
O 3.496 -2.085 0.959
H 1.747 -2.149 -4.014
H 0.722 -1.757 -3.103
O 0.810 -1.923 -4.044
H -1.944 2.193 1.934
H -1.811 0.832 2.498
O -1.698 1.745 2.754
H -2.079 -1.485 -3.086
H -0.987 -1.124 -2.010
O -1.934 -1.069 -2.235
H 1.066 -3.907 0.832
H 0.874 -2.754 -0.116
O 1.388 -3.562 -0.011
H -2.973 1.692 -0.504
H -4.259 1.176 -0.092
O -3.425 1.431 0.331
H -2.676 -1.358 -0.459
H -2.935 -0.244 0.411
O -2.655 -1.185 0.504
H -1.342 -2.210 1.361
H -1.562 -3.711 1.304
O -0.945 -3.053 1.638
H -0.621 2.533 3.346
H 0.640 3.464 3.494
O -0.269 3.414 3.197
```

=====

(7)
Molecular formula: C15H25F9IrNO3P2
Method: DFT, the ωB97M-V functional and the def2-TZVPD basis

Summary:
2S+1: 5
Orbital gap (alpha / beta) (Eh): 0.168 / 0.246
Charge: 0
HOMO level (alpha / beta) (eV): -4.34 / -8.82

XYZ file:
```
56
C15H25F9IrNO3P2 | the Open Molecules 2025 dataset | the ωB97M-V functional and the def2-TZVPD basis
C -0.805 0.808 -4.320
C -1.003 0.559 -2.922
N -0.017 0.999 -2.042
C 0.812 1.965 -2.432
C 0.851 2.433 -3.746
C 0.064 1.819 -4.720
C -2.141 -0.023 -2.368
P -2.041 -0.334 -0.563
Ir -0.007 0.327 0.219
P 1.985 1.451 0.039
C 1.737 2.560 -1.395
O -0.319 -4.298 -4.214
O 1.097 -4.610 -0.227
H -1.403 0.219 -5.013
H 1.536 3.246 -3.960
H 0.098 2.181 -5.744
C -3.546 0.638 -0.143
C -2.510 -2.044 -0.141
H 2.710 2.756 -1.854
H 1.293 3.473 -0.977
H -1.193 -4.362 -4.624
H -3.092 0.106 -2.875
C 2.330 2.391 1.526
C 3.400 0.334 -0.252
H 1.080 -0.394 -0.864
H 0.262 -4.143 0.040
H 1.525 -3.847 -0.718
H 0.131 -3.577 -4.693
H -1.160 1.408 0.416
H 1.059 -0.919 0.124
H -4.381 0.196 -0.707
H -3.765 0.663 0.936
H -3.379 1.651 -0.539
H -3.341 -2.422 -0.753
H -1.632 -2.688 -0.284
H -2.827 -2.069 0.908
H 4.313 0.925 -0.388
H 3.520 -0.335 0.611
H 3.204 -0.264 -1.151
H 3.215 3.020 1.388
H 1.459 3.023 1.752
H 2.548 1.666 2.323
F 1.108 -2.322 3.741
C 1.072 -1.084 4.289
F 0.843 -1.206 5.625
F 2.297 -0.524 4.128
C -0.012 -0.254 3.459
O 0.581 -0.079 2.240
C -1.350 -1.047 3.464
F -1.717 -1.362 4.726
F -2.363 -0.330 2.895
F -1.218 -2.193 2.751
C -0.199 1.148 4.126
F -0.937 1.123 5.259
F 1.027 1.660 4.413
F -0.798 1.980 3.235
```

=====

(8)
Molecular formula: C7H8
Method: DFT, the ωB97M-V functional and the def2-TZVPD basis

Summary:
2S+1: 2
Orbital gap (alpha / beta) (Eh): 0.137 / 0.262
Charge: -1
HOMO level (alpha / beta) (eV): 0.63 / -2.89

XYZ file:
```
15
C7H8 | the Open Molecules 2025 dataset | the ωB97M-V functional and the def2-TZVPD basis
C 1.888 -0.166 1.006
C 0.664 0.087 0.264
C -0.439 0.606 0.989
C -1.638 0.788 0.325
C -1.777 0.326 -1.047
C -0.811 -0.675 -1.478
C 0.527 -0.507 -1.016
H 2.882 -0.521 0.545
H 1.625 -0.950 1.789
H 2.280 0.719 1.418
H -0.280 0.476 2.105
H -2.586 1.197 0.686
H -2.542 0.630 -1.714
H -1.153 -1.382 -2.254
H 1.361 -0.628 -1.618
```

=====

(9)
Molecular formula: C16H19F3N4O4
Method: DFT, the ωB97M-V functional and the def2-TZVPD basis

Summary:
Orbital gap (Eh): 0.338
Structure (SMILES): COCCNC(=O)C(=O)N/N=C(\C)CC(=O)Nc1cccc(C(F)(F)F)c1
Charge: 0
HOMO level (eV): -8.91

XYZ file:
```
46
C16H19F3N4O4 | the Open Molecules 2025 dataset | the ωB97M-V functional and the def2-TZVPD basis
C 3.388 1.848 1.147
H 2.727 0.976 1.111
O 4.371 1.751 2.150
C 3.909 1.871 3.474
C 3.501 0.533 4.121
N 2.313 -0.027 3.528
C 1.070 0.306 3.888
O 0.743 1.005 4.831
C 0.039 -0.288 2.929
O 0.367 -0.877 1.908
N -1.216 -0.009 3.315
N -2.329 -0.155 2.520
C -2.619 -1.290 2.009
C -1.948 -2.587 2.291
H -2.595 -3.424 2.046
H -1.649 -2.641 3.338
H -1.039 -2.660 1.690
C -3.662 -1.252 0.940
H -4.243 -2.171 0.897
C -2.935 -1.082 -0.410
O -3.093 -1.842 -1.330
N -2.126 0.011 -0.400
C -1.166 0.393 -1.331
C -1.063 -0.195 -2.588
C -0.069 0.235 -3.454
C 0.819 1.240 -3.100
C 0.708 1.819 -1.846
C -0.274 1.403 -0.970
H -0.353 1.855 0.008
H 1.395 2.598 -1.553
H 1.584 1.559 -3.789
C 0.007 -0.392 -4.819
F -0.173 -1.720 -4.794
F -0.936 0.099 -5.649
F 1.183 -0.180 -5.430
H -1.741 -0.983 -2.875
H -2.093 0.518 0.479
H -4.322 -0.396 1.082
H -1.311 0.646 4.088
H 2.393 -0.587 2.687
H 4.317 -0.183 4.020
H 3.291 0.716 5.178
H 4.747 2.279 4.046
H 3.066 2.572 3.531
H 2.776 2.748 1.281
H 3.929 1.918 0.204
```

=====

(10)
Molecular formula: C2H4N4
Method: DFT, the ωB97M-V functional and the def2-TZVPD basis

Summary:
Orbital gap (Eh): 0.334
Charge: 0
HOMO level (eV): -8.57

XYZ file:
```
10
C2H4N4 | the Open Molecules 2025 dataset | the ωB97M-V functional and the def2-TZVPD basis
N -1.680 0.273 0.124
C -0.394 0.420 0.364
C 0.717 1.115 0.336
N 1.623 0.472 -0.549
N 1.552 -0.801 -0.607
N 0.470 -1.368 -0.206
H -1.932 -0.685 -0.070
H -2.224 0.982 -0.356
H 1.133 1.933 0.924
H 0.736 -2.341 0.038
```

=====

(11)
Molecular formula: C3H7N2OS
Method: DFT, the ωB97M-V functional and the def2-TZVPD basis

Summary:
Orbital gap (Eh): 0.235
Charge: -1
HOMO level (eV): -3.09

XYZ file:
```
14
C3H7N2OS | the Open Molecules 2025 dataset | the ωB97M-V functional and the def2-TZVPD basis
C 0.963 0.575 0.185
C 1.914 0.145 -0.883
S 2.356 1.404 -2.107
N 0.301 -0.145 0.985
C -1.201 -0.983 0.275
N -2.138 0.168 0.435
O -1.664 -2.049 0.682
H 1.267 1.605 0.434
H -0.266 0.794 0.670
H 2.783 -0.249 -0.340
H 1.430 -0.673 -1.418
H -0.851 -1.046 -0.766
H -1.842 0.705 1.239
H -3.052 -0.252 0.608
```

=====

(12)
Molecular formula: C44H41GeHfN3
Method: DFT, the ωB97M-V functional and the def2-TZVPD basis

Summary:
2S+1: 2
Orbital gap (alpha / beta) (Eh): 0.242 / 0.220
Charge: +1
HOMO level (alpha / beta) (eV): -9.62 / -9.70

XYZ file:
```
90
C44H41GeHfN3 | the Open Molecules 2025 dataset | the ωB97M-V functional and the def2-TZVPD basis
Hf 14.179 12.533 10.090
C 11.429 13.708 12.521
C 12.563 14.202 11.701
C 13.854 14.192 12.279
C 14.971 14.666 11.506
C 16.434 14.545 11.920
C 14.746 15.186 10.229
C 13.505 15.067 9.602
C 13.230 15.605 8.244
C 12.412 14.583 10.379
H 11.465 14.131 13.545
H 11.515 12.620 12.667
H 10.431 13.850 12.104
H 14.048 13.827 13.280
H 17.090 14.203 11.111
H 16.553 13.937 12.760
H 16.825 15.503 12.157
H 15.588 15.468 9.640
H 12.434 15.030 7.811
H 14.089 15.503 7.608
H 12.868 16.647 8.306
H 11.443 14.632 9.937
C 15.338 8.533 11.655
C 14.803 9.801 11.532
N 15.461 10.737 10.837
C 16.620 10.431 10.178
C 17.224 9.172 10.238
C 16.574 8.237 11.049
C 18.466 8.906 9.448
C 19.423 9.730 8.966
C 19.817 11.145 9.300
C 20.578 11.835 8.380
C 21.018 13.118 8.731
N 20.735 13.569 9.945
C 20.090 12.825 10.795
N 19.572 11.638 10.506
H 14.911 7.735 12.267
H 13.894 10.099 12.016
H 17.060 11.222 9.594
H 16.936 7.262 11.209
H 18.518 7.905 8.997
H 20.183 9.283 8.323
H 20.803 11.366 7.458
H 21.538 13.782 8.047
H 20.026 13.168 11.821
C 14.913 12.783 8.310
C 15.535 13.263 7.139
C 16.961 13.369 7.111
C 17.668 13.682 5.961
C 16.923 14.021 4.827
C 15.479 13.937 4.842
C 14.818 13.545 5.996
H 17.510 13.146 8.035
H 18.697 13.966 5.948
H 17.410 14.476 3.919
H 14.890 14.073 3.965
H 13.733 13.514 5.989
C 10.609 10.751 10.830
Ge 12.002 11.082 9.390
C 11.329 12.173 7.881
C 10.154 12.923 8.067
C 9.406 13.362 6.987
C 9.754 12.984 5.728
C 10.995 12.381 5.496
C 11.747 11.933 6.552
C 12.497 9.511 8.334
C 13.808 9.155 8.144
C 14.203 8.231 7.164
C 13.203 7.618 6.380
C 11.824 7.906 6.587
C 10.809 7.492 5.745
C 9.520 7.902 5.726
C 9.146 8.910 6.719
C 10.118 9.319 7.589
C 11.479 8.838 7.619
H 9.789 11.467 10.928
H 11.068 10.806 11.800
H 10.124 9.772 10.832
H 9.815 13.085 9.048
H 8.489 13.880 7.262
H 9.106 13.302 4.901
H 11.270 12.176 4.482
H 12.623 11.348 6.406
H 14.692 9.592 8.704
H 15.249 8.085 7.033
H 13.590 7.007 5.521
H 11.138 6.746 5.027
H 8.846 7.529 5.002
H 8.188 9.360 6.760
H 9.773 10.063 8.302
```